C29H80O15 | ωB97M-V/def2-TZVPD

XYZ file:
```
124
Properties=species:S:1:pos:R:3:forces:R:3
C -27.7430 -30.7467 -2.4291 -1.669 -3.775 -2.000
C -27.8624 -30.2795 -1.0673 0.375 1.008 2.817
O -27.3000 -31.1709 -0.0887 0.440 0.851 0.579
O -28.3646 -29.7726 -3.3161 3.875 0.661 -1.543
H -28.4517 -31.6691 -2.2954 1.387 0.827 -1.812
H -26.6499 -31.0543 -2.7894 -2.407 0.610 1.123
H -28.7728 -29.8515 -0.6517 -0.982 -0.890 -0.861
H -27.3440 -29.4163 -1.1981 2.515 3.016 0.965
H -27.1443 -30.7050 0.7706 -0.314 -0.386 -1.279
H -27.5512 -29.3679 -3.8967 -3.228 -1.424 2.180
C -33.3351 -31.3007 -1.0404 0.286 -0.535 -0.521
C -33.0043 -32.5842 -1.7371 2.645 0.924 0.930
O -33.8484 -32.7283 -2.7903 -0.718 0.291 -3.239
O -32.6144 -31.2607 0.1570 2.040 1.841 -1.369
H -34.3528 -31.2793 -0.8408 -2.313 -0.324 0.665
H -33.3082 -30.4794 -1.7644 1.207 0.485 0.401
H -33.0362 -33.4172 -1.0014 -0.062 0.261 -0.757
H -31.9503 -32.3956 -2.1214 -0.683 -0.966 0.657
H -33.4921 -32.1078 -3.4909 -0.956 -1.291 0.971
H -33.2356 -31.5464 0.7665 -1.358 -0.809 2.263
C -28.5022 -37.0226 4.2407 -2.805 1.760 1.543
C -28.3802 -36.6511 2.7965 -1.825 1.715 -2.111
O -28.2238 -35.1907 2.6636 -2.561 -2.436 4.859
O -28.7565 -38.4274 4.3869 -0.042 0.901 -0.105
H -29.5057 -36.4046 4.6178 2.803 -1.604 -0.195
H -27.5305 -36.7412 4.7704 -1.554 0.000 -0.411
H -29.3322 -36.9302 2.0798 2.645 0.099 2.003
H -27.4543 -37.1213 2.6060 0.898 -0.734 -1.781
H -27.7806 -34.9062 1.9416 2.179 0.827 -3.990
H -27.9069 -38.8212 4.5677 0.229 -0.408 0.043
C -29.8203 -35.6277 -1.6566 -2.731 0.368 -0.097
C -29.1799 -34.8066 -2.7334 0.494 2.853 -1.179
O -30.1226 -34.4913 -3.7577 1.304 1.666 -2.244
O -28.8054 -36.0564 -0.7734 -2.574 -2.730 -1.150
H -30.3954 -36.5388 -2.0559 1.056 1.224 0.491
H -30.6575 -34.9068 -1.1942 1.675 -1.691 -0.347
H -28.3730 -35.3020 -3.2193 0.931 -0.913 -0.036
H -28.7186 -33.7698 -2.3994 -0.865 -2.124 0.218
H -29.5663 -34.0003 -4.5531 -1.673 -1.902 2.706
H -28.4933 -35.2424 -0.5323 2.449 3.279 1.894
C -27.8543 -40.9045 -0.8027 2.852 1.348 0.894
C -28.5755 -39.5520 -0.4269 -1.655 -4.536 -0.925
C -29.5044 -39.6035 0.7821 1.749 -3.781 -3.075
O -27.7039 -38.5570 -0.4038 0.501 5.182 -0.821
H -28.5353 -41.7166 -0.7263 -0.527 -0.848 -0.143
H -26.9883 -41.0825 0.0012 -1.731 0.267 -1.697
H -27.3275 -40.8673 -1.8587 -1.223 0.059 2.121
H -29.1763 -39.3695 -1.2694 -1.477 -0.131 -1.392
H -29.9414 -38.7600 0.9552 -2.738 5.220 0.769
H -29.0005 -39.8526 1.5920 3.464 -0.242 4.083
H -30.1672 -40.4005 0.9709 -1.643 -1.201 -1.392
H -28.2922 -37.7856 -0.8121 2.665 -1.396 1.675
C -26.1279 -39.8470 -4.5834 -1.079 6.980 -4.568
C -27.1528 -38.5687 -4.5954 1.801 -2.058 1.127
C -26.3194 -37.3976 -5.2065 -3.284 1.443 6.971
O -28.3123 -38.8761 -5.3035 1.238 1.184 -1.971
H -26.4444 -40.5987 -4.1271 -2.971 -6.349 4.503
H -25.3347 -39.3965 -4.1100 2.572 0.217 0.651
H -26.0494 -40.1885 -5.6191 0.687 0.573 -0.052
H -27.5503 -38.3406 -3.5022 1.561 -0.069 -1.783
H -25.2878 -37.3176 -4.6907 -2.028 0.402 -0.343
H -27.2021 -36.5831 -4.9787 2.918 -0.725 -0.451
H -26.1521 -37.3299 -6.1673 0.504 -0.547 -5.221
H -28.8433 -39.2870 -4.6657 -1.990 -0.850 1.095
C -29.8672 -33.6714 -7.5024 1.050 -2.176 -2.703
C -28.7828 -32.8141 -6.8792 0.798 -0.601 -1.732
C -29.1673 -31.3785 -6.4286 1.483 -3.419 3.341
O -28.3204 -33.5823 -5.7647 5.744 -0.092 0.455
H -30.0077 -33.2384 -8.5540 -0.668 -0.616 1.524
H -30.7259 -33.8143 -6.8952 -1.092 0.500 0.253
H -29.5599 -34.8587 -7.7160 -0.135 3.267 0.658
H -28.0134 -32.8041 -7.7361 -0.536 0.338 1.580
H -29.6501 -31.4945 -5.4205 -0.064 0.125 -0.964
H -29.7661 -30.8737 -7.0657 -1.766 1.667 -2.148
H -28.2612 -30.8734 -6.1577 0.531 0.616 -0.311
H -27.1687 -33.6592 -5.7590 -5.404 0.425 0.028
C -33.8035 -37.1475 -0.4127 -2.785 10.256 -1.475
C -33.7746 -36.4779 0.9940 -0.183 0.043 -0.109
C -32.4426 -36.7674 1.7687 -3.046 7.325 -11.649
O -34.0461 -35.1459 0.8216 2.262 4.402 0.024
H -33.5944 -37.9609 -0.0884 1.898 -11.209 1.976
H -33.1973 -36.7431 -1.2181 1.051 0.142 0.656
H -34.7745 -36.8619 -0.7910 -0.756 -1.185 -0.062
H -34.6719 -36.6167 1.6347 0.582 -2.407 -0.191
H -32.3733 -36.3819 2.5639 0.173 4.585 11.765
H -31.5463 -36.2210 1.2795 -1.458 -0.276 -0.152
H -32.1492 -37.6073 1.6431 2.956 -11.008 -0.754
H -34.9215 -34.8935 0.5588 -0.619 -0.616 -0.130
C -25.0765 -33.8952 1.1706 -3.495 -6.873 -6.510
C -25.8773 -33.9480 -0.2191 -0.514 -1.363 -2.627
C -25.6929 -35.2953 -1.0340 -3.061 1.971 0.350
O -27.2898 -33.8016 -0.0047 0.332 2.046 1.111
H -25.5697 -33.2513 1.5744 -4.258 8.667 5.124
H -24.1300 -33.9073 1.0704 6.672 0.570 -0.441
H -25.4231 -34.7132 1.7399 -0.055 -1.757 0.360
H -25.6494 -33.2243 -1.0808 0.491 -0.058 1.965
H -25.7964 -35.2420 -2.1228 -0.334 0.380 0.259
H -26.3038 -36.0897 -0.6495 -0.077 -0.472 0.302
H -24.7345 -35.3956 -0.8209 4.661 -1.687 0.536
H -27.3907 -32.7919 0.1511 -0.364 -2.044 -0.482
C -30.5962 -41.5126 -4.4832 -1.867 -2.648 0.917
C -31.4698 -40.4738 -3.7899 0.753 0.435 1.985
C -31.6850 -40.8509 -2.2396 1.035 0.912 -0.477
O -30.7215 -39.2389 -3.8245 3.051 -3.374 -0.066
H -30.5810 -41.1084 -5.4523 1.234 0.147 -1.524
H -31.0520 -42.6424 -4.6187 0.767 2.934 0.678
H -29.6703 -41.6211 -3.9061 0.085 0.181 -0.650
H -32.2969 -40.1603 -4.4605 -0.591 -1.226 1.031
H -32.0889 -41.8159 -2.1853 -1.137 -1.446 0.006
H -32.3267 -40.1551 -1.6815 0.121 -0.074 -0.350
H -30.7325 -40.9958 -1.5978 -1.017 0.770 -1.631
H -31.3192 -38.5667 -3.7506 -2.341 3.276 0.140
C -32.8266 -34.8607 -5.5580 -1.817 0.102 6.708
C -32.9520 -36.0495 -4.4518 -3.061 1.436 -3.757
C -33.8687 -37.1766 -5.1280 -0.821 1.863 5.139
O -31.7790 -36.6623 -4.1590 -1.123 -3.447 -1.235
H -33.7499 -34.3188 -5.6862 -0.508 0.374 0.669
H -32.6981 -35.2243 -6.4325 1.590 -2.892 -5.944
H -32.0513 -34.2348 -5.2472 1.153 1.240 0.303
H -33.4618 -35.6725 -3.5727 -0.060 0.303 0.277
H -33.2056 -37.7627 -5.6449 0.909 -1.191 -2.558
H -34.9143 -36.8639 -5.3831 1.388 -0.332 -0.569
H -33.9732 -37.7767 -4.1939 -0.578 -0.250 -0.549
H -31.2045 -36.0968 -3.7519 2.538 2.778 1.293
```
Forces are in eV/Å.

The net charge is 0. The value obtained for the electronic energy is -62062.556 eV. For the gap between HOMO and LUMO, the calculation gives 8.815 eV. The energy above the lowest of the compared OMol25 structures with the same formula, charge and spin comes out at 1714.45 kJ/mol. The calculation puts the HOMO energy at -8.862 eV. Its spin multiplicity is 1. The calculation puts the largest force on an atom at 0.2741 hartree/bohr.